(1)
{"formula": "C14H52N8O12", "method": "ωB97M-V/def2-TZVPD", "elements": ["N", "C", "N", "O", "H", "H", "H", "H", "N", "C", "N", "O", "H", "H", "H", "H", "N", "C", "N", "O", "H", "H", "H", "H", "N", "C", "N", "O", "H", "H", "H", "H", "C", "C", "O", "H", "H", "H", "H", "H", "H", "C", "C", "O", "H", "H", "H", "H", "H", "H", "C", "O", "H", "H", "H", "H", "C", "O", "H", "H", "H", "H", "C", "O", "H", "H", "H", "H", "C", "O", "H", "H", "H", "H", "C", "O", "H", "H", "H", "H", "C", "O", "H", "H", "H", "H"], "coordinates": [[1.86, -3.49, 0.52], [2.45, -3.41, -0.72], [2.91, -2.21, -0.92], [2.45, -4.53, -1.59], [1.28, -4.35, 0.66], [1.72, -2.72, 1.28], [3.45, -2.15, -1.77], [2.77, -1.39, -0.32], [-1.53, -3.40, 2.16], [-2.41, -2.44, 1.99], [-2.75, -1.87, 3.10], [-3.08, -2.25, 0.74], [-1.03, -3.91, 1.48], [-1.19, -3.59, 3.14], [-2.32, -2.09, 4.06], [-3.18, -0.93, 3.04], [4.93, -0.08, -0.12], [4.24, 0.96, -0.03], [4.17, 1.54, -1.17], [3.62, 1.51, 1.15], [5.06, -0.71, 0.69], [5.20, -0.57, -1.01], [3.51, 2.31, -1.28], [4.62, 1.24, -2.03], [-4.46, 3.54, 0.71], [-3.22, 3.41, 0.40], [-2.70, 2.28, 0.81], [-2.42, 4.46, 0.12], [-4.74, 4.52, 0.63], [-5.21, 2.84, 0.53], [-1.71, 2.23, 0.51], [-3.14, 1.40, 0.99], [1.71, 0.45, -3.14], [2.36, 1.36, -4.09], [1.48, 2.36, -4.33], [1.50, 0.90, -2.21], [2.38, -0.38, -2.90], [0.81, 0.01, -3.55], [2.54, 0.78, -4.95], [3.30, 1.83, -3.77], [1.21, 2.65, -3.54], [-0.42, 1.07, 3.80], [0.70, 2.03, 4.01], [0.28, 3.38, 4.17], [-0.95, 1.18, 2.82], [-1.23, 1.22, 4.49], [-0.20, 0.02, 3.78], [1.50, 1.98, 3.30], [1.22, 1.73, 4.80], [1.09, 3.93, 4.35], [-0.19, -0.67, 0.08], [1.10, -0.45, 0.49], [-0.42, -0.07, -0.81], [-0.76, -0.32, 0.88], [-0.42, -1.75, 0.08], [1.27, 0.50, 0.50], [-1.81, 1.84, -2.98], [-2.34, 2.36, -4.19], [-0.69, 1.80, -2.90], [-2.14, 0.80, -2.90], [-2.21, 2.47, -2.16], [-2.20, 3.31, -4.11], [2.51, -1.38, 3.44], [1.46, -2.25, 2.92], [2.80, -0.81, 2.57], [3.39, -1.79, 3.96], [2.12, -0.66, 4.14], [0.64, -1.82, 2.88], [-0.97, -3.64, -1.97], [-1.59, -4.79, -2.36], [-1.78, -2.89, -2.06], [-0.08, -3.31, -2.60], [-0.77, -3.66, -0.89], [-1.15, -5.54, -1.91], [0.56, 2.82, 0.50], [-0.18, 2.49, -0.63], [0.19, 3.83, 0.92], [1.65, 2.92, 0.38], [0.22, 2.11, 1.25], [-0.27, 3.30, -1.12], [-4.18, -1.03, -1.93], [-4.69, -2.31, -2.16], [-4.69, -0.44, -1.13], [-4.21, -0.47, -2.86], [-3.15, -0.93, -1.58], [-5.55, -2.24, -2.51]], "mulliken_charge": [-0.099, 0.224, 0.112, -0.731, 0.244, 0.147, 0.227, -0.168, -0.276, 0.403, -0.372, -0.498, 0.142, 0.187, 0.231, 0.227, -0.370, 0.393, -0.268, -0.627, 0.276, 0.202, 0.195, 0.204, -0.414, 0.419, -0.011, -0.721, 0.303, 0.234, -0.179, 0.215, -0.411, -0.376, -0.488, -0.134, 0.095, 0.546, 0.401, 0.177, 0.263, -0.251, -0.808, -0.602, -0.119, 0.552, -0.039, 0.272, 0.814, 0.341, 0.508, 1.268, -0.252, 0.048, -0.478, -0.640, 0.868, -0.607, -0.395, -0.228, -0.064, 0.355, -0.383, -0.668, 0.026, 0.304, 0.220, 0.128, 0.390, -0.577, -0.056, 0.178, -0.348, 0.349, -0.441, 0.025, 0.291, 0.415, -0.438, 0.132, -0.027, -0.502, 0.227, 0.454, -0.460, 0.296], "total_charge": 0, "smiles": "NC(N)=O.NC(N)=O.NC(N)=O.NC(N)=O.CCO.CCO.CO.CO.CO.CO.CO.CO", "relative_energy_kcal_mol": 187.4}



(2)
{"formula": "C14H53B5O16", "method": "ωB97M-V/def2-TZVPD", "elements": ["C", "C", "B", "O", "B", "B", "O", "O", "O", "B", "B", "O", "C", "C", "O", "H", "H", "H", "H", "H", "H", "H", "H", "H", "H", "H", "H", "H", "C", "O", "H", "H", "H", "H", "C", "O", "H", "H", "H", "H", "C", "O", "H", "H", "H", "H", "C", "O", "H", "H", "H", "H", "C", "O", "H", "H", "H", "H", "C", "O", "H", "H", "H", "H", "C", "O", "H", "H", "H", "H", "C", "O", "H", "H", "H", "H", "C", "O", "H", "H", "H", "H", "C", "O", "H", "H", "H", "H"], "coordinates": [[2.82, -2.43, 0.33], [3.17, -2.42, -1.18], [1.90, -1.90, -1.94], [1.92, -0.68, -2.63], [1.17, 0.20, -1.86], [1.52, 1.87, -1.77], [2.20, 2.46, -2.79], [1.14, 2.59, -0.67], [0.14, -0.37, -1.14], [-0.30, -1.58, -1.67], [-1.95, -1.81, -2.05], [-2.32, -2.77, -2.98], [-3.02, -0.94, -1.31], [-4.48, -1.38, -1.51], [0.67, -2.54, -1.91], [1.92, -3.03, 0.48], [2.66, -1.42, 0.68], [3.65, -2.88, 0.87], [3.94, -1.66, -1.31], [3.51, -3.39, -1.51], [2.78, 1.79, -3.21], [0.34, 3.12, -0.82], [-1.75, -2.68, -3.76], [-2.84, 0.09, -1.62], [-2.75, -1.00, -0.25], [-4.48, -2.45, -1.72], [-5.03, -1.28, -0.58], [-4.95, -0.83, -2.31], [2.94, 2.30, -6.63], [1.76, 2.86, -6.06], [2.90, 2.46, -7.70], [3.83, 2.78, -6.22], [2.99, 1.22, -6.44], [1.79, 2.71, -5.11], [-1.31, 4.32, 2.23], [-1.15, 3.21, 1.34], [-2.36, 4.41, 2.49], [-0.73, 4.16, 3.14], [-0.98, 5.24, 1.75], [-0.22, 3.13, 1.12], [-5.02, 6.54, 1.61], [-3.64, 6.42, 1.27], [-5.10, 7.25, 2.43], [-5.60, 6.92, 0.76], [-5.43, 5.58, 1.93], [-3.57, 5.78, 0.55], [-6.08, -4.97, -2.83], [-5.62, -4.81, -1.49], [-6.70, -4.11, -3.07], [-5.24, -5.00, -3.53], [-6.67, -5.88, -2.94], [-5.06, -5.57, -1.28], [-8.28, -1.05, -1.77], [-7.64, -1.40, -2.99], [-7.50, -0.87, -1.03], [-8.87, -0.14, -1.89], [-8.93, -1.85, -1.41], [-8.32, -1.56, -3.65], [4.34, -5.63, 2.89], [4.68, -4.33, 2.41], [4.60, -6.35, 2.12], [4.91, -5.87, 3.80], [3.27, -5.71, 3.11], [4.45, -3.70, 3.10], [-1.38, 8.71, -0.18], [-2.01, 8.75, 1.09], [-0.66, 9.51, -0.23], [-0.86, 7.76, -0.34], [-2.11, 8.85, -0.99], [-2.65, 8.03, 1.12], [-1.97, 4.53, 6.13], [-2.08, 5.27, 4.92], [-2.25, 3.50, 5.91], [-0.94, 4.54, 6.51], [-2.64, 4.91, 6.90], [-1.84, 6.18, 5.12], [7.75, -3.65, 3.49], [7.20, -2.48, 4.12], [6.99, -4.42, 3.50], [8.02, -3.43, 2.46], [8.63, -3.99, 4.04], [7.87, -1.80, 4.10], [8.33, -6.94, 1.44], [8.83, -6.91, 2.77], [7.76, -6.02, 1.28], [9.15, -6.97, 0.71], [7.68, -7.80, 1.28], [9.33, -7.71, 2.91]], "mulliken_charge": [-0.833, -0.364, 0.430, -0.304, 0.201, 0.604, -0.619, -0.724, -0.093, -0.286, 0.748, -0.500, -0.601, -0.824, -0.422, 0.271, 0.319, 0.154, 0.182, 0.365, 0.305, 0.299, 0.277, 0.334, 0.321, 0.049, 0.310, 0.320, -0.529, -0.504, 0.253, 0.249, 0.223, 0.319, -0.400, -0.415, 0.154, 0.264, 0.186, 0.272, -0.653, -0.496, 0.247, 0.307, 0.284, 0.275, -0.441, -0.501, 0.097, 0.236, 0.322, 0.283, -0.504, -0.459, 0.168, 0.290, 0.265, 0.266, -0.670, -0.473, 0.231, 0.294, 0.299, 0.271, -0.535, -0.511, 0.242, 0.193, 0.229, 0.420, -0.599, -0.413, 0.223, 0.276, 0.266, 0.261, -0.314, -0.530, -0.040, 0.252, 0.352, 0.290, -0.477, -0.482, 0.141, 0.285, 0.266, 0.275], "total_charge": 0}



(3)
{"formula": "C14H54N6O13", "method": "ωB97M-V/def2-TZVPD", "elements": ["C", "C", "O", "H", "H", "H", "H", "H", "H", "C", "O", "N", "N", "H", "H", "H", "H", "C", "O", "N", "N", "H", "H", "H", "H", "C", "O", "N", "N", "H", "H", "H", "H", "C", "O", "H", "H", "H", "H", "C", "O", "H", "H", "H", "H", "C", "O", "H", "H", "H", "H", "C", "O", "H", "H", "H", "H", "C", "O", "H", "H", "H", "H", "C", "O", "H", "H", "H", "H", "C", "O", "H", "H", "H", "H", "C", "O", "H", "H", "H", "H", "C", "O", "H", "H", "H", "H"], "coordinates": [[0.56, 0.74, -0.65], [-0.59, -0.18, -0.37], [-0.85, -0.23, 1.00], [1.43, 0.56, -0.01], [0.22, 1.77, -0.57], [0.93, 0.68, -1.65], [-0.36, -1.23, -0.60], [-1.47, 0.05, -0.92], [-1.44, -1.03, 1.22], [3.49, 0.23, 2.80], [3.59, -0.14, 1.52], [4.34, 1.07, 3.36], [2.44, -0.02, 3.54], [5.03, 1.48, 2.71], [4.18, 1.47, 4.31], [1.69, -0.69, 3.26], [2.44, 0.22, 4.52], [0.07, -2.68, 3.49], [0.13, -3.28, 4.68], [-0.16, -3.27, 2.32], [0.04, -1.37, 3.42], [-0.20, -4.35, 2.33], [0.46, -2.97, 1.56], [0.27, -0.92, 4.38], [-0.15, -0.77, 2.59], [-3.36, -1.94, 2.34], [-4.75, -1.82, 2.12], [-2.45, -2.28, 1.47], [-2.81, -1.62, 3.46], [-2.81, -2.77, 0.70], [-1.58, -2.74, 1.85], [-3.30, -1.10, 4.17], [-1.82, -1.71, 3.57], [-0.06, 2.40, 3.13], [1.27, 2.65, 3.49], [-0.31, 1.32, 3.26], [-0.22, 2.69, 2.10], [-0.70, 3.04, 3.68], [1.84, 1.83, 3.55], [-4.76, -0.51, -1.26], [-4.52, 0.86, -1.20], [-3.80, -0.95, -1.62], [-5.48, -0.71, -2.05], [-5.06, -0.98, -0.38], [-3.96, 1.18, -0.49], [-3.52, 1.49, 1.84], [-2.74, 1.73, 0.67], [-4.43, 2.05, 1.92], [-2.91, 1.57, 2.77], [-3.82, 0.45, 1.71], [-1.95, 1.15, 0.76], [-2.15, 1.80, -3.05], [-1.17, 0.91, -3.54], [-1.88, 2.00, -2.04], [-3.17, 1.41, -3.15], [-2.31, 2.67, -3.70], [-0.32, 1.39, -3.55], [3.15, 2.90, -0.20], [4.37, 3.56, 0.13], [3.37, 2.21, -1.06], [2.35, 3.59, -0.49], [2.86, 2.20, 0.57], [4.24, 4.21, 0.81], [1.31, 3.31, -3.31], [1.26, 1.90, -3.75], [0.94, 4.04, -4.06], [2.35, 3.59, -3.18], [0.62, 3.38, -2.44], [2.07, 1.64, -4.20], [2.28, -1.06, -4.25], [3.14, -2.19, -3.95], [1.57, -1.50, -5.06], [2.67, -0.19, -4.79], [1.53, -0.81, -3.47], [2.64, -2.99, -3.75], [-0.62, -2.64, -3.40], [-0.45, -3.19, -4.65], [-1.58, -2.91, -3.00], [-0.32, -1.63, -3.28], [0.02, -3.15, -2.72], [-0.88, -2.68, -5.32], [2.30, -2.15, -0.62], [2.01, -2.15, 0.68], [2.09, -3.11, -1.00], [3.36, -1.86, -0.83], [1.77, -1.49, -1.17], [2.53, -1.45, 0.99]], "mulliken_charge": [-0.422, 0.092, -0.293, -0.369, 0.579, 0.199, 0.572, -0.368, -0.026, 0.531, -0.784, -0.374, -0.325, 0.314, 0.227, 0.241, 0.352, 0.052, -0.745, -0.250, -0.186, 0.316, 0.234, 0.262, 0.024, 0.038, -0.713, -0.122, -0.084, 0.250, 0.356, 0.252, 0.256, -0.067, -0.665, -0.198, 0.250, 0.404, 0.460, -0.398, -0.616, -0.065, 0.341, 0.333, 0.466, -0.415, -0.775, 0.383, 0.109, 0.079, 0.363, -0.531, -0.448, 0.165, 0.177, 0.340, 0.322, 0.169, -0.590, 0.045, 0.239, -0.220, 0.315, -0.616, -0.481, 0.288, 0.367, 0.143, 0.252, -0.361, -0.564, 0.258, 0.333, -0.097, 0.321, -0.246, -0.588, 0.473, -0.105, 0.220, 0.339, -0.526, -0.434, 0.398, 0.298, -0.030, 0.300], "total_charge": 0, "relative_energy_kcal_mol": 2.4}



(4)
{"formula": "C14H56O14", "method": "ωB97M-V/def2-TZVPD", "elements": ["C", "O", "H", "H", "H", "H", "C", "O", "H", "H", "H", "H", "C", "O", "H", "H", "H", "H", "C", "O", "H", "H", "H", "H", "C", "O", "H", "H", "H", "H", "C", "O", "H", "H", "H", "H", "C", "O", "H", "H", "H", "H", "C", "O", "H", "H", "H", "H", "C", "O", "H", "H", "H", "H", "C", "O", "H", "H", "H", "H", "C", "O", "H", "H", "H", "H", "C", "O", "H", "H", "H", "H", "C", "O", "H", "H", "H", "H", "C", "O", "H", "H", "H", "H"], "coordinates": [[0.39, 0.18, -3.39], [1.52, 1.04, -3.27], [-0.02, 0.19, -4.40], [0.65, -0.84, -3.11], [-0.44, 0.48, -2.74], [1.34, 1.88, -3.69], [0.61, 0.70, 3.27], [0.69, 1.59, 4.35], [1.59, 0.57, 2.81], [0.39, -0.33, 3.56], [-0.05, 1.15, 2.53], [-0.11, 1.51, 4.87], [-0.10, -3.50, -0.69], [1.00, -4.40, -0.74], [-0.42, -3.38, 0.35], [-0.06, -2.55, -1.23], [-0.93, -3.89, -1.28], [1.50, -4.17, -1.53], [0.97, 2.45, -0.86], [1.61, 1.27, -1.22], [-0.12, 2.47, -0.93], [1.21, 2.73, 0.16], [1.36, 3.26, -1.47], [1.38, 1.14, -2.14], [2.83, -1.25, -2.23], [2.97, -0.45, -3.43], [3.05, -2.29, -2.42], [3.54, -0.96, -1.46], [1.79, -1.19, -1.91], [2.36, 0.29, -3.39], [3.61, 0.78, 0.65], [2.22, 0.58, 0.65], [4.05, 0.12, 1.41], [4.07, 0.61, -0.33], [3.87, 1.79, 0.95], [2.01, 0.92, -0.22], [0.02, -0.62, -0.16], [0.29, 0.59, 0.51], [0.74, -1.37, 0.17], [-1.02, -0.93, 0.01], [0.18, -0.49, -1.23], [1.18, 0.53, 0.85], [-2.29, 0.12, 1.80], [-2.76, -1.19, 2.12], [-3.18, 0.71, 1.58], [-1.82, 0.64, 2.63], [-1.59, 0.13, 0.96], [-1.99, -1.66, 2.44], [-0.35, -2.05, 1.96], [-1.12, -2.00, 3.08], [0.32, -1.19, 1.98], [0.28, -2.93, 1.96], [-0.98, -1.94, 1.08], [-0.55, -2.04, 3.86], [2.12, 2.70, 2.20], [1.60, 3.91, 1.74], [2.10, 2.75, 3.29], [1.65, 1.77, 1.86], [3.16, 2.65, 1.89], [2.11, 4.65, 2.09], [-3.12, -2.46, 0.06], [-2.64, -3.40, -0.86], [-2.43, -1.61, 0.09], [-4.07, -2.06, -0.30], [-3.29, -2.80, 1.08], [-2.99, -4.25, -0.56], [-1.92, -2.01, -2.58], [-1.32, -1.44, -3.69], [-1.56, -1.41, -1.75], [-3.00, -1.87, -2.63], [-1.66, -3.07, -2.55], [-1.77, -0.61, -3.86], [-0.69, 2.94, 1.32], [-2.11, 2.90, 1.32], [-0.30, 1.92, 1.26], [-0.38, 3.62, 0.53], [-0.32, 3.30, 2.28], [-2.46, 2.36, 0.61], [-1.72, 1.39, -1.08], [-2.76, 1.83, -0.25], [-2.02, 0.54, -1.69], [-1.50, 2.20, -1.78], [-0.79, 1.18, -0.55], [-3.62, 1.54, -0.56]], "mulliken_charge": [-1.187, -0.684, 0.706, 0.434, 0.240, 0.508, -0.906, -0.576, 0.908, 0.307, 0.454, 0.404, 0.391, -0.646, -0.129, -0.293, 0.617, 0.401, -1.173, -0.227, 0.174, 0.572, 0.565, 0.622, 0.083, -0.745, 0.366, 0.074, -0.288, 0.760, -1.155, -0.378, 0.383, 0.362, 0.180, 0.718, -0.972, 0.499, 1.090, -1.565, -0.087, 0.823, -0.237, -0.795, 0.711, 0.257, 0.711, 0.573, 0.443, -0.541, -0.135, 0.490, -0.782, 0.495, -1.231, -0.518, 0.501, -0.152, 0.415, 0.356, -0.432, -0.426, -0.339, 0.362, 0.577, 0.315, -0.616, -0.666, -0.851, 0.454, 0.836, 0.392, -0.481, -0.851, -1.437, 0.813, 0.439, 0.344, -1.796, -0.349, 1.271, 0.440, -0.566, 0.379], "total_charge": 0, "relative_energy_kcal_mol": 533.9}



no.,highest occupied orbital energy (eV),F_max (eV Å⁻¹),frontier orbital gap (eV)
1,-8.94,9.82,8.8731
2,-9.30,1.27,9.5766
3,-9.18,9.99,9.0432
4,-7.85,12.83,7.6299